No. 1
Computed, not measured: a molecular structure, C43H72AsNiOP2SSi, with ωB97M-V/def2-TZVPD.

```
122
Properties=species:S:1:pos:R:3
Ni 0.83833 0.38994 -1.94091
C -0.29432 -1.82592 -4.53593
Si -0.11692 -1.53150 -2.66219
C 0.50527 -3.28164 -2.00155
C 1.03307 -4.15513 -2.93163
C 1.67177 -5.30640 -2.51983
C 1.94475 -5.51949 -1.16023
C 1.40669 -4.66985 -0.24174
C 0.67548 -3.57121 -0.63506
P 0.02263 -2.31202 0.52380
C 1.26582 -2.32324 1.90601
C 2.67320 -2.11777 1.31248
C 3.70353 -1.73103 2.45231
C 3.24144 -2.19911 3.83238
C 1.97250 -1.42227 4.20469
C 1.13764 -1.15520 2.92400
C -1.53511 -3.25909 1.00630
C -1.29787 -4.34700 2.09309
C -1.42098 -3.82960 3.53089
C -2.68880 -3.01844 3.77990
C -2.78055 -1.83607 2.80306
C -2.76793 -2.40761 1.37068
C -2.01966 -1.36747 -2.13505
C -2.91476 -2.44725 -2.13337
C -4.27641 -2.24800 -1.84863
C -4.75842 -1.02474 -1.54453
C -3.93491 0.07990 -1.59610
C -2.55269 -0.10219 -1.83127
P -1.29643 1.24032 -1.59476
C -1.61794 2.72997 -2.68984
C -0.68684 2.77556 -3.90467
C -1.33806 2.01334 -5.07154
C -2.60999 2.66156 -5.51380
C -3.61684 2.56605 -4.33426
C -3.04505 3.16153 -3.05980
C -1.59194 1.97344 0.13530
C -1.07933 1.01035 1.24208
C -1.08065 1.63708 2.62695
C -1.93875 2.92194 2.71431
C -3.26099 2.58587 2.00284
C -3.02985 2.43347 0.47195
H -0.57077 -2.84507 -4.68778
H 0.62324 -1.60314 -5.05037
H -1.08481 -1.11967 -4.86097
H 0.97167 -3.98899 -3.97770
H 2.04716 -6.03648 -3.20576
H 2.49974 -6.37862 -0.83202
H 1.62389 -4.88056 0.80056
H 1.21061 -3.27807 2.40799
H 2.66085 -1.24836 0.62814
H 3.01696 -2.97640 0.71932
H 3.87210 -0.65492 2.44142
H 4.69366 -2.09109 2.28813
H 4.00182 -2.13433 4.59688
H 2.96288 -3.27446 3.72586
H 2.30302 -0.42900 4.67868
H 1.45475 -1.96401 4.98925
H 1.53439 -0.24178 2.44478
H 0.09692 -0.93506 3.13039
H -1.74952 -3.72562 0.03380
H -0.36045 -4.89496 1.93659
H -2.05833 -5.13153 1.95721
H -0.56841 -3.17036 3.79967
H -1.35281 -4.67021 4.23689
H -2.67168 -2.65863 4.82732
H -3.59127 -3.64765 3.76322
H -1.89064 -1.18611 2.98911
H -3.61655 -1.20767 2.98931
H -2.89893 -1.63403 0.60377
H -3.64263 -3.07486 1.31554
H -2.59954 -3.45364 -2.42309
H -4.91172 -3.11298 -1.90649
H -5.82404 -0.95139 -1.31142
H -4.29123 1.09779 -1.41497
H -1.27280 3.54579 -2.00743
H 0.31730 2.37327 -3.69752
H -0.56594 3.81631 -4.22465
H -1.52306 1.01612 -4.70957
H -0.58422 1.86314 -5.82933
H -3.04031 2.19836 -6.39765
H -2.46263 3.71231 -5.74806
H -3.93524 1.51999 -4.15098
H -4.51164 3.11230 -4.55863
H -3.70661 3.04708 -2.23495
H -3.03211 4.25469 -3.15796
H -0.94699 2.90036 0.12267
H -0.05037 0.68021 1.03903
H -1.74617 0.12424 1.23863
H -0.05417 1.88263 2.87821
H -1.37935 0.89962 3.37014
H -1.38076 3.79169 2.27550
H -2.11089 3.19861 3.75668
H -4.03334 3.34358 2.19804
H -3.65418 1.63326 2.41646
H -3.17521 3.39481 -0.04797
H -3.74568 1.71739 0.14116
O 3.64682 -1.67741 -2.40649
H 3.27725 -0.77830 -2.53339
H 2.89747 -2.26742 -2.53235
S 2.48497 1.23104 -3.05684
C 4.40292 3.74846 3.21609
C 3.04204 3.16487 2.88275
As 2.53164 2.50826 1.08870
C 4.33140 1.88907 0.52486
C 5.34186 2.92036 -0.03851
C 2.54519 4.34500 0.31542
C 1.91464 4.38502 -1.05053
H 4.33470 4.14731 4.23130
H 4.65842 4.59593 2.56419
H 5.22702 3.03937 3.15603
H 2.25594 3.89950 3.01973
H 2.87943 2.34002 3.57171
H 4.17704 1.11516 -0.22845
H 4.75364 1.42249 1.39390
H 4.99995 3.41917 -0.98439
H 6.33575 2.35617 -0.24050
H 5.50289 3.75463 0.62563
H 3.56786 4.69926 0.34398
H 1.93467 4.84606 1.04103
H 2.52602 4.00566 -1.83887
H 1.57817 5.40102 -1.34195
H 1.01620 3.79433 -1.07441
```

Computed properties:
spin multiplicity: 3
net charge: -1
<S²>: 2.020
frontier orbital gap (alpha / beta): 0.2037 / 0.2258 hartree
relative energy (zero: lowest compared OMol25 entry of this formula, charge and spin): 0.0 kcal/mol
LUMO (alpha / beta): 2.448 / 2.447 eV

No. 2
Computed, not measured: a molecular structure, C43H73GaNO46S13, with ωB97M-V/def2-TZVPD.

```
177
Properties=species:S:1:pos:R:3
C 0.04008 6.39855 -1.15055
C -1.18766 5.59905 -0.71012
O -0.99336 5.15513 0.61497
C -2.19330 4.68938 1.23631
C -2.40492 3.20042 1.04939
O -1.68876 2.45977 2.00781
C -1.32290 1.16165 1.47048
Ga -0.72106 -0.14013 2.92543
C 0.25052 -1.75719 2.13292
C -0.11322 -2.05449 0.65374
C 0.74827 -1.17844 -0.28701
S 1.04147 -1.97243 -1.89114
C 0.37320 -1.07124 -3.23608
S 0.27153 -1.89216 -4.63622
N -0.03594 0.30181 -3.20924
C 0.88509 1.14756 -2.49191
C 2.25498 0.94872 -2.62504
C 3.17318 1.71154 -1.91290
C 2.75137 2.70371 -1.03754
C 1.38319 2.91215 -0.91798
C 0.46866 2.15343 -1.62276
C -1.40903 0.49302 -2.82924
C -2.07622 1.62809 -3.24458
C -3.39850 1.84367 -2.91444
C -4.12554 0.94739 -2.13720
C -3.45373 -0.21701 -1.73568
C -2.13120 -0.42458 -2.08522
H -0.11769 7.46818 -1.01088
H 0.92729 6.07085 -0.60973
H 0.24453 6.25653 -2.21460
H -2.06447 6.24761 -0.81288
H -1.27512 4.72086 -1.36529
H -3.04321 5.23488 0.80560
H -2.12849 4.96449 2.29055
H -3.48200 2.98478 1.09001
H -2.00443 2.94021 0.06047
H -0.54558 1.37144 0.72270
H -2.21172 0.78179 0.94328
H 0.33722 0.66502 3.87116
H -2.01946 -0.55883 3.78977
H 1.33870 -1.64616 2.20938
H -0.05882 -2.62828 2.72280
H -1.14395 -1.72397 0.49568
H -0.00045 -3.11547 0.40766
H 0.29228 -0.19376 -0.35264
H 1.73059 -1.04670 0.17221
H 2.68316 0.18015 -3.25513
H 4.24100 1.53852 -1.98189
H 3.45256 3.28150 -0.45422
H 1.03414 3.66858 -0.22217
H -0.57711 2.35970 -1.45655
H -1.58140 2.37606 -3.85537
H -3.91720 2.73531 -3.24930
H -5.14774 1.15244 -1.85795
H -4.00275 -0.92753 -1.12979
H -1.68717 -1.35455 -1.75218
C -1.77138 1.33249 7.24733
C -2.81527 0.54040 8.00474
O -2.42903 -0.82644 7.82029
S -0.83039 -0.92110 7.72243
O -0.31105 -1.27899 9.00050
O -0.49929 -1.63847 6.55254
O -0.54769 0.62859 7.49107
H -1.95987 1.32666 6.17111
H -1.69076 2.35890 7.59646
H -3.82073 0.70242 7.62659
H -2.78686 0.76213 9.07499
C 3.32182 4.68792 -4.72391
C 1.95562 4.08891 -4.48013
O 1.04328 5.16172 -4.77917
S 1.64746 6.07489 -5.93614
O 1.09465 5.65898 -7.18017
O 1.60453 7.42579 -5.50837
O 3.14776 5.53547 -5.87570
H 3.63884 5.31005 -3.88508
H 4.07852 3.93377 -4.92070
H 1.83242 3.73733 -3.45823
H 1.74933 3.26820 -5.17089
C 3.67624 1.96994 4.19688
C 2.68183 2.85096 3.47596
O 3.51359 3.84030 2.81699
S 4.89876 3.18114 2.39657
O 4.82415 2.79473 1.02973
O 5.95849 3.99612 2.87650
O 4.79353 1.86585 3.28817
H 4.03100 2.43096 5.11665
H 3.27168 0.98635 4.41454
H 1.97889 3.32914 4.14724
H 2.13154 2.29676 2.71428
C 4.24106 0.42420 -8.12052
C 3.81256 -1.01698 -8.27815
O 4.47369 -1.69717 -7.19779
S 4.58044 -0.72297 -5.92753
O 3.52627 -1.05439 -5.04103
O 5.93097 -0.69419 -5.49626
O 4.25996 0.63940 -6.70322
H 5.25003 0.58601 -8.50531
H 3.55354 1.11849 -8.59671
H 4.11296 -1.44100 -9.23183
H 2.73463 -1.13336 -8.14998
C -8.06308 -1.11416 0.28923
C -8.74791 0.03696 0.98754
O -7.76554 0.54383 1.89928
S -6.30222 0.35240 1.26366
O -5.89177 1.56048 0.64684
O -5.50376 -0.31637 2.22169
O -6.70811 -0.68229 0.10148
H -8.04988 -2.00624 0.91870
H -8.52452 -1.34911 -0.66603
H -9.63911 -0.27717 1.52416
H -9.00543 0.83209 0.28357
C 4.47595 -4.48916 -5.36217
C 4.97559 -4.04460 -4.01181
O 5.12771 -5.25965 -3.28553
S 5.54394 -6.44919 -4.26654
O 6.95059 -6.62941 -4.20348
O 4.63458 -7.51004 -4.03158
O 5.18405 -5.70912 -5.65965
H 3.40951 -4.72351 -5.33153
H 4.65644 -3.74895 -6.13257
H 4.27830 -3.38583 -3.50091
H 5.94934 -3.55410 -4.08826
C 3.22758 -8.24223 1.20417
C 2.26021 -7.70728 0.17720
O 3.09645 -7.10565 -0.81017
S 4.47148 -7.92583 -0.93684
O 4.36856 -8.78911 -2.05257
O 5.54480 -7.00514 -0.81436
O 4.33734 -8.75572 0.43278
H 3.59051 -7.45170 1.84449
H 2.79620 -9.03384 1.80973
H 1.57711 -6.97229 0.59607
H 1.68616 -8.50717 -0.29730
C -2.24807 3.99840 -9.35546
C -1.82731 4.12503 -7.90912
O -1.69913 2.76794 -7.45136
S -1.20335 1.84285 -8.65668
O 0.20419 1.67057 -8.57016
O -2.08094 0.73683 -8.77041
O -1.50286 2.87669 -9.84788
H -3.31256 3.77083 -9.44601
H -2.01901 4.88848 -9.93509
H -2.55678 4.66177 -7.30885
H -0.85436 4.60831 -7.81744
C 4.06030 1.31424 8.97942
C 2.70589 0.65664 9.14033
O 1.77342 1.68921 8.79941
S 2.39642 2.63626 7.67465
O 1.91451 2.22054 6.40709
O 2.28908 3.98112 8.11167
O 3.91926 2.15302 7.82547
H 4.30170 1.94754 9.83565
H 4.85944 0.59452 8.82420
H 2.52525 0.30360 10.15117
H 2.57261 -0.16998 8.43932
C 0.74552 -4.08654 2.84267
C 2.22140 -3.76327 2.90301
O 2.69975 -4.50418 4.04350
S 1.87384 -5.86092 4.19136
O 2.61038 -6.92570 3.59414
O 1.39037 -5.95549 5.51943
O 0.67158 -5.48158 3.20771
H 0.17679 -3.50981 3.57271
H 0.32447 -3.93175 1.85326
H 2.41308 -2.70250 3.03234
H 2.74848 -4.12315 2.01649
C -8.01012 -2.07880 4.98654
C -9.06972 -2.30471 6.04550
O -10.29084 -2.46284 5.30194
S -9.97254 -3.17179 3.90367
O -10.23522 -4.55955 4.01701
O -10.53376 -2.37781 2.86678
O -8.39009 -2.95515 3.91463
H -8.02512 -1.05305 4.61327
H -7.00916 -2.32064 5.33219
H -9.15534 -1.47174 6.73703
H -8.88922 -3.22523 6.60398
```

Computed properties:
net charge: -1
frontier orbital gap: 0.2647 hartree
LUMO: 1.381 eV

| no. | strongest force on any atom (eV/Å) |
| --- | --- |
| 1 | 2.616 |
| 2 | 3.387 |